The following is a quantum chemistry calculation of a single C5H9NO molecule at a distorted geometry, from the Open Molecules 2025 dataset.

E_HOMO ... -10.8 eV
Kohn-Sham gap ... 11.5 eV
Max |F| ... 1.09 eV/Å
ΔE to the lowest compared entry with this formula, charge and spin ... 26.1 kcal/mol
Spin multiplicity ... 1

Element x y z (Å)
C (-0.281, 0.557, -1.629)
C (0.406, -0.441, -0.713)
O (1.795, -0.307, -0.962)
C (0.122, -0.272, 0.824)
C (-0.571, 1.016, 1.291)
C (-0.620, -1.441, 1.321)
N (-1.197, -2.375, 1.687)
H (-1.366, 0.563, -1.492)
H (-0.063, 0.278, -2.664)
H (0.107, 1.567, -1.466)
H (0.073, -1.449, -0.999)
H (2.234, -1.106, -0.644)
H (1.109, -0.305, 1.301)
H (-0.614, 1.031, 2.385)
H (-1.596, 1.085, 0.915)
H (-0.014, 1.898, 0.962)